Record 1
{"formula": "C23H27ClF6N6O7S3W", "method": "wB97M-V/def2-TZVPD", "symbols": ["F", "C", "C", "C", "Cl", "C", "C", "H", "H", "H", "H", "H", "N", "H", "H", "H", "O", "H", "C", "C", "N", "H", "C", "C", "H", "H", "C", "C", "H", "O", "F", "N", "F", "H", "C", "H", "H", "C", "W", "H", "C", "C", "H", "N", "O", "H", "N", "C", "S", "F", "O", "O", "H", "C", "F", "H", "H", "C", "C", "H", "O", "C", "C", "C", "H", "S", "N", "H", "H", "S", "H", "C", "O", "F"], "xyz": [[-0.278, 1.493, -3.424], [0.199, 3.635, 3.537], [2.980, 3.641, 3.595], [-0.083, -3.907, 1.016], [3.096, 5.889, 5.077], [2.887, 0.221, -1.157], [4.927, 1.000, -0.186], [-4.238, -1.890, 1.322], [-2.013, -3.340, 2.745], [0.422, -3.250, -0.959], [-1.516, -2.218, -1.489], [2.845, 1.853, 2.414], [-0.702, -1.193, -4.833], [-0.799, -4.561, 1.514], [-3.858, -0.944, -0.109], [-3.404, -3.161, -0.784], [0.378, -1.166, -2.473], [0.880, -4.411, 1.027], [0.868, 4.646, 4.204], [-0.785, 2.404, -0.482], [2.689, -0.574, -0.097], [-2.748, 0.201, 1.453], [0.911, 2.627, 2.895], [4.008, 1.020, -1.222], [3.294, -1.281, 1.727], [-1.694, 4.407, -0.780], [3.558, -0.612, 0.923], [-2.263, -1.168, 2.834], [4.157, 1.644, -2.092], [-1.050, 1.448, 2.276], [2.289, -1.270, -4.586], [-1.432, -2.444, -0.494], [1.486, -3.080, -5.481], [0.324, 5.440, 4.698], [-2.864, 2.574, -1.156], [5.817, 1.614, -0.219], [-0.883, 3.613, 3.504], [-0.463, -3.567, -0.421], [-0.429, -0.617, 0.344], [5.374, 0.128, 1.737], [-1.777, 3.332, -0.802], [0.173, 1.566, 2.165], [-1.750, -0.345, 3.317], [-2.439, -0.765, 1.416], [1.612, -1.370, -0.072], [-3.835, 2.854, -1.538], [-1.235, 1.159, -0.613], [-2.772, -2.791, 0.022], [0.099, -2.416, 2.062], [-0.663, 1.613, -5.549], [-2.397, -0.649, -3.057], [0.853, 0.783, 1.373], [0.230, 2.597, -0.180], [2.256, 4.638, 4.233], [2.251, -3.121, -3.452], [-2.674, -3.596, 0.748], [4.062, 3.662, 3.626], [-1.461, -2.445, 3.024], [-3.427, -1.573, 0.668], [-2.898, 0.523, -1.566], [-0.662, -3.218, -3.292], [1.603, -2.394, -4.361], [4.690, 0.170, 0.901], [-1.217, 1.365, -4.363], [-0.853, -4.453, -0.923], [-0.025, -1.970, -3.629], [-2.527, 1.280, -1.006], [2.119, 0.170, -1.918], [-1.183, -2.535, 4.071], [-1.959, -0.330, -4.411], [-3.237, -1.287, 3.314], [2.302, 2.639, 2.923], [-2.973, -0.198, -5.399], [-2.174, 2.262, -4.128]], "lowdin_charge": [0.1261, -0.0020, -0.0895, -0.3656, 0.7030, 0.0162, -0.0266, 0.1315, 0.0748, 0.0878, 0.0632, 0.0990, -0.2667, 0.0810, 0.1133, 0.1435, -0.3750, 0.0914, -0.0834, -0.1243, -0.1622, 0.1056, -0.1390, -0.0031, 0.1443, 0.1160, -0.0006, -0.2325, 0.1263, -0.0106, 0.1414, -0.1802, 0.1743, 0.1121, -0.0554, 0.1230, 0.1229, -0.2499, 1.5060, 0.1246, -0.0155, -0.5867, 0.1045, -0.1794, -0.3107, 0.1385, -0.1223, -0.1423, 0.9502, 0.1520, -0.3455, -0.1992, 0.1256, -0.6625, 0.1444, 0.1072, 0.1085, -0.3729, -0.1487, 0.1072, -0.2726, -0.6859, -0.0244, -0.6706, 0.1381, 0.6304, 0.0132, 0.1235, 0.0894, 0.6115, 0.1343, -0.0086, -0.2304, 0.1389], "homo_lumo_gap_ha": [0.2826, 0.3155], "fmax_ha_per_bohr": 0.0326, "de_lowest_kj_mol": 73.62, "homo_ev": [-10.63, -11.56], "multiplicity": 4, "charge": 1}



Record 2
{"formula": "C23H27ClN2O7S", "method": "wB97M-V/def2-TZVPD", "symbols": ["C", "S", "H", "H", "H", "C", "H", "C", "N", "C", "H", "C", "H", "C", "H", "H", "C", "C", "O", "O", "O", "H", "C", "N", "H", "H", "C", "O", "H", "H", "O", "C", "H", "H", "C", "C", "H", "C", "C", "H", "C", "H", "H", "H", "C", "Cl", "C", "C", "H", "H", "C", "O", "H", "H", "C", "H", "C", "H", "H", "C", "O"], "xyz": [[2.097, -1.570, -0.725], [-3.246, -1.854, -0.068], [-1.246, -2.362, 1.713], [-0.485, -0.992, 0.851], [-4.103, 1.937, -3.033], [0.761, 0.929, 2.182], [0.324, -3.931, 0.567], [0.189, -2.779, -1.797], [1.097, -2.484, -0.713], [4.874, 2.063, -0.659], [0.634, -2.542, -2.761], [-3.743, 0.279, -1.718], [6.310, 0.454, -0.518], [3.257, 1.566, 1.082], [5.596, 2.888, -0.671], [-0.917, -0.920, -1.689], [3.150, 1.036, 2.365], [-3.289, 2.557, -1.149], [5.002, -1.495, -1.585], [-4.019, -2.549, -1.053], [-0.508, 0.647, 2.620], [4.055, 0.871, 2.926], [-3.747, 1.619, -2.066], [-1.656, -2.318, -0.294], [6.073, 1.081, -2.154], [4.021, 2.338, -1.281], [-2.153, -0.240, 4.099], [3.414, 0.056, -1.897], [1.605, -0.491, -2.564], [-4.102, -0.479, -2.395], [-3.544, -2.045, 1.319], [2.464, -0.970, -2.093], [-2.554, -0.902, 3.334], [2.118, 2.195, -0.642], [4.648, -0.348, -1.548], [-0.669, 0.020, 3.879], [-0.110, -0.925, 3.900], [1.923, 0.720, 2.913], [2.092, 1.784, 0.355], [1.277, -2.629, 1.343], [-2.839, 2.172, 0.106], [1.889, 0.305, 3.908], [-1.866, -2.296, -2.332], [-2.298, -0.702, 5.071], [-3.289, -0.103, -0.469], [-3.285, 4.226, -1.579], [-2.842, 0.829, 0.447], [0.540, -2.861, 0.574], [-2.702, 0.698, 4.073], [-2.489, 2.911, 0.809], [-1.118, -2.001, -1.594], [4.526, 1.894, 0.695], [2.883, -1.753, -2.737], [-0.041, 1.630, 0.334], [-0.742, -2.058, 0.797], [-0.282, 0.675, 4.672], [5.562, 0.814, -1.226], [-2.494, 0.513, 1.416], [-0.031, -3.851, -1.764], [0.864, 1.463, 0.900], [2.708, -1.253, 0.270]], "nbo_charge": [0.6723, 2.3345, 0.2404, 0.2044, 0.2346, 0.2573, 0.2024, -0.2182, -0.4433, -0.0551, 0.2171, -0.1681, 0.2467, 0.3737, 0.1923, 0.1802, -0.2428, -0.0427, -0.5867, -0.9364, -0.5332, 0.2226, -0.2360, -0.6705, 0.2381, 0.1857, -0.6329, -0.5119, 0.2088, 0.2474, -0.9385, -0.1816, 0.2298, 0.2154, 0.8173, -0.0600, 0.1700, -0.2703, -0.3063, 0.2550, -0.1786, 0.2191, 0.2368, 0.2188, -0.3557, 0.0246, -0.1951, -0.2235, 0.2110, 0.2298, -0.2473, -0.5231, 0.2258, 0.2090, -0.2591, 0.1746, -0.5319, 0.2577, 0.2132, -0.2091, -0.6085], "smiles": "CCOc1ccc(OCCC(=O)OCC(=O)N2CCN(S(=O)(=O)c3ccc(Cl)cc3)CC2)cc1", "homo_lumo_gap_ha": 0.3020, "fmax_ha_per_bohr": 0.0198, "de_lowest_kj_mol": 0.00, "homo_ev": -7.89}



Record 3
{"formula": "C23H27F2N2O9P", "method": "wB97M-V/def2-TZVPD", "symbols": ["C", "C", "H", "C", "O", "H", "C", "H", "C", "C", "C", "O", "C", "C", "H", "F", "H", "H", "C", "H", "C", "C", "H", "O", "O", "C", "C", "H", "H", "P", "N", "H", "C", "H", "O", "H", "C", "C", "H", "H", "H", "H", "N", "H", "H", "H", "F", "H", "H", "H", "O", "O", "O", "O", "H", "C", "C", "H", "C", "C", "H", "H", "C", "C"], "xyz": [[4.793, 1.895, 1.395], [1.421, 2.115, -0.867], [-4.872, -0.752, -1.412], [4.557, -1.630, 3.185], [-3.406, 1.639, -0.317], [-2.083, 0.049, -0.731], [0.727, 3.291, -0.923], [-2.640, 3.923, -1.495], [-1.774, 3.760, -0.849], [4.823, -1.143, 2.120], [1.205, 4.427, -0.218], [-2.964, 3.399, 1.510], [6.483, -5.549, 0.766], [-4.790, 3.266, 3.089], [7.087, -6.205, 0.136], [8.115, -6.079, 2.415], [6.602, -4.845, 2.848], [-4.803, 3.408, 4.168], [-6.904, -2.882, -3.761], [-4.180, 0.624, -2.351], [3.068, 3.109, 0.601], [-5.205, -3.514, -2.446], [5.688, 1.793, 1.999], [7.952, -3.994, 1.558], [-1.151, 1.705, 0.934], [-3.970, -0.246, -1.729], [2.611, 1.988, -0.110], [-0.739, 2.463, -2.291], [-1.593, 4.693, -0.315], [-2.244, 2.514, 0.372], [3.250, 0.777, -0.082], [5.532, -6.028, 0.980], [7.237, -5.130, 2.007], [0.682, 5.374, -0.234], [6.285, -4.298, 0.104], [4.817, -1.224, -0.001], [7.231, -3.434, 0.546], [-7.158, -4.287, -3.269], [2.700, 5.193, 1.064], [-0.435, 4.183, -2.439], [-5.637, 2.666, 2.760], [4.201, -1.901, 4.149], [4.203, 3.055, 1.361], [-3.364, -0.934, -2.316], [-4.868, 4.247, 2.623], [-6.528, -2.820, -4.783], [-8.006, -2.101, -3.647], [1.047, 1.254, -1.406], [-7.900, -4.300, -2.469], [-3.634, 1.587, 2.309], [-5.909, -2.415, -2.867], [-5.880, -4.651, -2.746], [7.395, -2.341, 0.124], [-4.154, -3.482, -1.906], [-2.750, 2.623, 3.425], [-0.562, 3.370, -1.716], [5.083, -0.544, 0.802], [6.147, -0.307, 0.763], [4.315, 0.763, 0.672], [-3.133, 0.235, -0.525], [-3.434, -0.325, 0.360], [-7.463, -4.971, -4.056], [2.354, 4.324, 0.518], [-3.476, 2.621, 2.612]], "nbo_charge": [0.0063, -0.1946, 0.2140, -0.2582, -0.8312, 0.1973, 0.0059, 0.2497, -0.8059, 0.0054, -0.2209, -0.8104, -0.1291, -0.6347, 0.2027, -0.3255, 0.1594, 0.2123, 0.4461, 0.2136, 0.0679, 0.9684, 0.1972, -0.4899, -1.1052, -0.6289, 0.1953, 0.2178, 0.2488, 2.3802, -0.3873, 0.2108, 0.4443, 0.2104, -0.4820, 0.2648, 0.9757, -0.1302, 0.2221, 0.2186, 0.2099, 0.2352, -0.3463, 0.2194, 0.2263, 0.1549, -0.3239, 0.2179, 0.2046, 0.1822, -0.4977, -0.4816, -0.5639, -0.5485, 0.1891, -0.4135, -0.5173, 0.2576, 0.2039, -0.0618, 0.1801, 0.2101, -0.1704, -0.0677], "smiles": "C#CCc1cnc2ccc(CCP(=O)(OCC)OCC)cc2n1.O=C1OC[C@@H](F)O1.O=C1OC[C@@H](F)O1", "homo_lumo_gap_ha": 0.3278, "fmax_ha_per_bohr": 0.0260, "homo_ev": -8.57}



Record 4
{"formula": "C23H27FN4O4S", "method": "wB97M-V/def2-TZVPD", "symbols": ["H", "N", "H", "H", "C", "H", "H", "N", "H", "C", "H", "O", "H", "C", "O", "O", "H", "H", "H", "H", "H", "H", "C", "H", "S", "H", "H", "C", "F", "N", "C", "H", "H", "C", "C", "C", "C", "C", "C", "C", "C", "C", "C", "C", "H", "C", "H", "O", "H", "C", "H", "H", "H", "C", "C", "H", "C", "N", "H", "C"], "xyz": [[2.792, 4.201, -0.191], [-2.258, -1.892, 1.404], [-0.864, -5.679, 3.503], [3.204, -0.470, 0.191], [2.473, 3.535, -2.235], [1.097, 1.442, -1.767], [2.630, 4.573, -2.532], [0.851, 1.787, -2.683], [-0.257, -1.607, 2.000], [-0.351, 1.235, -3.258], [-0.308, 0.146, -3.180], [0.829, 3.630, -3.987], [1.506, -0.318, 4.103], [-2.239, -3.271, 1.529], [-0.392, 1.792, -0.208], [4.335, 0.627, -1.323], [-4.193, -1.791, 0.622], [2.573, -1.590, 2.273], [1.747, 3.235, 1.764], [-3.497, -0.448, -1.416], [3.717, 2.171, -3.444], [0.392, -0.387, -0.067], [-3.053, -5.490, 0.944], [1.108, 2.105, 3.823], [-1.601, 1.296, -0.808], [-2.278, -7.146, 2.068], [-3.424, -0.242, 1.006], [-3.255, -1.239, 0.585], [-0.712, -3.169, 3.373], [-1.496, -0.376, -0.910], [-1.479, -3.905, 2.525], [-2.658, -2.021, -1.364], [-2.510, 1.319, -2.995], [-1.477, -5.269, 2.716], [1.566, 1.536, 3.028], [3.692, 1.650, -1.347], [2.510, 1.460, 0.816], [2.738, 0.095, 0.980], [-0.505, -1.004, -0.053], [-2.779, -1.055, -0.864], [2.262, 3.401, -0.721], [3.712, 2.670, -2.476], [-1.019, -1.139, 1.384], [1.925, 2.177, 1.858], [-3.682, -6.101, 0.315], [-3.034, -4.122, 0.750], [-0.369, 1.534, -4.311], [-2.850, 1.716, -0.240], [-1.215, -0.136, 1.778], [2.385, -0.532, 2.161], [1.206, 3.420, -0.440], [-3.650, -3.709, -0.033], [-1.663, 2.834, -2.609], [-1.609, 1.748, -2.569], [1.791, 0.180, 3.188], [4.631, 3.255, -2.394], [-2.270, -6.079, 1.920], [2.836, 2.106, -0.387], [-0.278, -1.990, -0.472], [1.291, 3.017, -3.049]], "nbo_charge": [0.1998, -0.4483, 0.2297, 0.2530, -0.3095, 0.4190, 0.2440, -0.6393, 0.2390, -0.2420, 0.2192, -0.6196, 0.2182, 0.1756, -0.9744, -0.5962, 0.2160, 0.2171, 0.2169, 0.2210, 0.2464, 0.2440, -0.1909, 0.2150, 2.3123, 0.2173, 0.2293, -0.2418, -0.3336, -0.6963, 0.3328, 0.2055, 0.2421, -0.2556, -0.1850, 0.6899, 0.2335, -0.2644, -0.2547, -0.2427, -0.2212, -0.4932, -0.2323, -0.2609, 0.2132, -0.2879, 0.2444, -0.9434, 0.2074, -0.2071, 0.2399, 0.2097, 0.2574, -0.6571, -0.2359, 0.2401, -0.2364, -0.4735, 0.2061, 0.6883], "smiles": "O=C(NCCS(=O)(=O)N1CCN(c2ccccc2F)CC1)[C@@H]1CC(=O)N(c2ccccc2)C1", "homo_lumo_gap_ha": 0.3109, "fmax_ha_per_bohr": 0.0201, "de_lowest_kj_mol": 0.00, "homo_ev": -7.95}